1.
DFT (the ωB97M-V functional and the def2-TZVPD basis) results for one molecule with the formula C3H4FN.

Output
Structure (SMILES) = N#CCCF
Energy above the lowest of the compared OMol25 structures with the same formula, charge and spin = 1.3 kcal/mol
M = 73.07 g mol⁻¹
LUMO level = 0.7 eV
Multiplicity = 1
HOMO level = -11.9 eV
Kohn-Sham gap = 12.59 eV

The geometry in XYZ format:
```
9
C3H4FN, DFT the ωB97M-V functional and the def2-TZVPD basis
N -3.011 -0.487 -0.230
C -1.959 -0.135 0.091
C -0.625 0.303 0.462
C 0.431 -0.597 -0.125
F -0.038 -1.935 -0.002
H -0.269 1.255 0.178
H -0.606 0.252 1.488
H 1.325 -0.567 0.466
H 0.591 -0.365 -1.240
```

Here are the Löwdin charges for atoms 1 to 4, given in e: N 0.1576; C -0.2104; C -0.1637; C -0.1715



2.
DFT (the ωB97M-V functional and the def2-TZVPD basis) results for an isolated ion of composition C8H19N2O2S and charge +1.

Output
Net charge = +1
Energy above the lowest of the compared OMol25 structures with the same formula, charge and spin = 142.2 kcal/mol
M = 207.32 g mol⁻¹
LUMO level = -4.4 eV
Multiplicity = 1
HOMO level = -13.6 eV
Kohn-Sham gap = 9.21 eV

The geometry in XYZ format:
```
32
C8H19N2O2S, DFT the ωB97M-V functional and the def2-TZVPD basis
C -0.611 -0.845 -1.838
C 0.985 -1.086 0.228
C -1.740 1.433 -1.904
C 1.064 1.887 2.708
C 2.814 -0.028 2.222
C 0.481 -0.200 1.340
C -1.850 0.023 -2.546
C 1.571 0.826 1.734
N -3.006 -0.645 -1.985
N -0.927 -1.387 -0.539
O 0.516 -0.034 -1.749
O 1.498 -0.725 -0.923
S 1.709 -2.600 0.639
H -0.419 -1.638 -2.651
H -2.127 1.340 -0.831
H -2.512 2.172 -2.377
H -0.784 1.755 -1.986
H 1.684 2.768 2.538
H 1.018 1.563 3.707
H 0.015 2.173 2.318
H 2.653 -0.466 3.135
H 3.548 0.705 2.623
H 3.238 -0.560 1.411
H -0.394 0.555 1.087
H -0.011 -0.815 2.226
H -1.675 0.122 -3.688
H 1.848 1.284 0.760
H -3.273 -1.481 -2.622
H -3.782 0.122 -1.920
H -1.474 -0.865 0.110
H -1.629 -2.183 -0.644
H 1.573 -3.172 -0.580
```

Here are the Löwdin charges for atoms 1 to 4, given in e: C -0.3310; C -0.6737; C -0.0573; C -0.0470



3.
DFT (the ωB97M-V functional and the def2-TZVPD basis) results for C15H11ClCoN2O6S as an isolated structure.

Output
Energy above the lowest of the compared OMol25 structures with the same formula, charge and spin = 83.5 kcal/mol
M = 441.71 g mol⁻¹
LUMO level (alpha / beta) = -2.3 / -1.7 eV
Multiplicity = 4
HOMO level (alpha / beta) = -8.7 / -8.7 eV
Kohn-Sham gap (alpha / beta) = 6.35 / 6.99 eV

The geometry in XYZ format:
```
37
C15H11ClCoN2O6S, DFT the ωB97M-V functional and the def2-TZVPD basis
Co -0.655 0.650 -0.531
O -1.234 1.701 -4.242
Cl -1.995 2.527 -3.304
O -1.772 3.971 -3.392
O -0.122 1.986 -1.162
O -1.883 -0.131 -1.135
O 1.993 -2.442 0.408
S 1.786 -1.245 -0.361
O 2.893 -0.368 -0.606
N 0.567 -0.377 0.383
C 0.652 -0.110 1.755
C 1.573 -0.600 2.652
C 1.505 -0.241 4.015
C 0.549 0.605 4.499
C -0.390 1.163 3.601
C -1.373 2.103 3.975
C -2.202 2.645 3.030
C -2.063 2.236 1.694
N -1.174 1.345 1.332
C -0.330 0.802 2.244
C 1.067 -1.693 -1.905
C 0.742 -3.025 -2.112
C 0.253 -3.411 -3.351
C 0.094 -2.472 -4.358
C 0.429 -1.142 -4.142
C 0.933 -0.747 -2.913
H 2.346 -1.274 2.326
H 2.245 -0.657 4.685
H 0.507 0.868 5.547
H -1.451 2.397 5.014
H -2.948 3.382 3.286
H -2.687 2.648 0.912
H 0.878 -3.736 -1.311
H -0.001 -4.447 -3.528
H -0.279 -2.781 -5.325
H 0.305 -0.409 -4.925
H 1.241 0.279 -2.756
```

Here are the Löwdin charges for atoms 1 to 4, given in e: Co 0.5778; O -0.4900; Cl 0.9931; O -0.4813



Number 1: strongest force on any atom 0.05130 hartree/bohr. Number 2: strongest force on any atom 0.10593 hartree/bohr. Number 3: strongest force on any atom 0.01332 hartree/bohr.